# C15H30FNOP2Re

A structure of composition C15H30FNOP2Re in a non-equilibrium geometry (ωB97M-V/def2-TZVPD, the OMol25 dataset).

Last column: Mulliken charge in e.
Positions of all 51 atoms, in Å:
Re (-0.253, 0.403, 0.265)  1.24
P (-1.683, 0.925, -1.427)  0.95
P (1.583, 0.039, 2.024)  0.86
N (-0.355, -1.274, 0.001)  -0.60
H (-0.515, 2.087, -0.381)  -0.25
C (-1.166, 0.810, -3.190)  -0.90
H (-1.998, 1.100, -3.838)  0.42
H (-0.872, -0.216, -3.428)  0.31
H (-0.318, 1.484, -3.338)  0.02
C (-2.695, 2.422, -1.329)  -1.30
H (-3.354, 2.495, -2.205)  0.46
H (-1.979, 3.254, -1.298)  0.36
H (-3.273, 2.390, -0.395)  0.31
C (-3.030, -0.382, -1.427)  -1.35
H (-3.866, -0.084, -2.083)  0.45
H (-3.426, -0.517, -0.408)  0.33
H (-2.648, -1.358, -1.773)  0.34
C (3.266, -0.246, 1.378)  -1.30
H (3.904, -0.511, 2.223)  0.46
H (3.624, 0.663, 0.900)  0.31
H (3.237, -1.063, 0.654)  0.31
C (1.755, 1.364, 3.256)  -1.26
H (2.539, 1.055, 3.952)  0.44
H (0.799, 1.475, 3.774)  0.29
H (2.030, 2.297, 2.760)  0.28
C (1.163, -1.472, 2.945)  -1.25
H (1.885, -1.569, 3.759)  0.48
H (1.222, -2.338, 2.275)  0.29
H (0.149, -1.376, 3.341)  0.31
C (-0.659, -2.529, 0.010)  0.15
C (-0.583, -4.777, -0.851)  -0.29
C (-0.154, -3.488, -0.920)  -0.49
C (-1.581, -2.991, 0.973)  0.22
C (-1.965, -4.307, 0.986)  -0.56
C (-1.492, -5.216, 0.089)  -0.48
H (-0.205, -5.503, -1.629)  0.25
H (0.588, -3.073, -1.682)  0.29
H (-1.951, -2.196, 1.679)  0.30
H (-2.734, -4.595, 1.757)  0.25
H (-1.849, -6.239, 0.085)  0.39
C (1.503, 2.656, -0.843)  0.86
O (1.723, 1.393, -0.535)  -0.54
C (1.759, 3.119, -2.266)  -1.23
H (1.454, 4.179, -2.284)  0.39
H (1.157, 2.518, -2.933)  0.13
H (2.848, 2.974, -2.388)  0.31
C (1.907, 3.608, 0.354)  -1.19
H (2.898, 3.284, 0.658)  0.25
H (1.125, 3.475, 1.144)  0.14
H (1.877, 4.605, -0.036)  0.57
F (-1.386, 1.244, 1.644)  -0.75

Output
* expectation value of S²: 3.7970
* LUMO level (alpha / beta): 0.077 / 0.023 eV
* net charge: 0
* HOMO (alpha / beta): -5.14 / -6.72 eV
* calculated total energy: -43000.6011 eV
* Kohn-Sham gap (alpha / beta): 5.216 / 6.744 eV
* 2S+1: 4

---

# C6H18KO3

A structure of composition C6H18KO3 in a non-equilibrium geometry (ωB97M-V/def2-TZVPD, the OMol25 dataset).

Last column: Mulliken charge in e.
Positions of all 28 atoms, in Å:
K (0.639, 0.806, -0.221)  0.82
C (-0.355, 1.089, -3.048)  -1.22
C (-0.443, -0.378, -2.670)  -0.16
O (0.555, -0.621, -1.671)  -0.35
H (0.654, 1.501, -3.084)  0.31
H (-0.927, 1.637, -2.299)  0.30
H (-0.763, 1.314, -4.034)  0.38
H (-0.317, -1.016, -3.545)  0.33
H (-1.456, -0.605, -2.338)  0.30
H (0.571, -1.535, -1.377)  0.17
C (-1.784, 1.879, 1.664)  -1.27
C (-1.690, 0.331, 1.753)  -0.20
O (-0.466, -0.041, 1.144)  -0.45
H (-1.642, 2.339, 0.686)  0.28
H (-0.986, 2.378, 2.213)  0.35
H (-2.781, 2.185, 1.984)  0.40
H (-2.504, 0.015, 1.100)  0.32
H (-1.759, -0.080, 2.760)  0.30
H (-0.616, -0.910, 0.764)  0.25
C (2.185, -0.537, 1.857)  -0.95
C (1.616, -1.632, 0.965)  -0.34
O (1.426, -1.086, -0.335)  -0.43
H (2.309, -0.916, 2.871)  0.37
H (1.400, 0.209, 1.984)  0.21
H (3.148, -0.110, 1.575)  0.30
H (0.649, -1.988, 1.320)  0.37
H (2.320, -2.455, 0.848)  0.41
H (1.016, -1.772, -0.867)  0.19

Output
* LUMO level: -3.310 eV
* energy relative to the best compared isomer or geometry (same formula, charge and spin): 1215.4 kJ/mol
* net charge: +1
* HOMO: -13.81 eV
* calculated total energy: -28964.9448 eV
* Kohn-Sham gap: 10.495 eV
* 2S+1: 1

---

# C3H6N3O

The ion C3H6N3O with charge +1 in a non-equilibrium geometry (ωB97M-V/def2-TZVPD, the OMol25 dataset).

Last column: Mulliken charge in e.
Positions of all 13 atoms, in Å:
C (2.528, -0.595, 0.075)  -0.13
C (-0.728, 0.248, -0.134)  0.47
C (-2.193, 0.276, 0.128)  -0.96
N (1.360, -0.221, -0.049)  -0.04
N (0.089, 1.227, -0.032)  0.51
N (0.108, -0.962, -0.025)  -0.29
O (0.399, 2.393, -0.101)  -0.39
H (3.221, 0.191, 0.341)  0.29
H (2.816, -1.718, -0.013)  0.22
H (-2.378, 0.114, 1.262)  0.29
H (-2.695, 1.210, -0.185)  0.36
H (-2.627, -0.338, -0.661)  0.34
H (0.101, -1.823, -0.608)  0.32

Output
* LUMO level: -5.863 eV
* energy relative to the best compared isomer or geometry (same formula, charge and spin): 578.5 kJ/mol
* net charge: +1
* HOMO: -14.43 eV
* calculated total energy: -9712.7345 eV
* Kohn-Sham gap: 8.571 eV
* 2S+1: 1

---

# C4H4O2S

An isolated molecule of C4H4O2S in a non-equilibrium geometry (ωB97M-V/def2-TZVPD, the OMol25 dataset).

Last column: Mulliken charge in e.
Positions of all 11 atoms, in Å:
C (-0.277, 0.321, 0.543)  0.50
C (-0.417, 0.974, -0.746)  -0.87
C (-0.429, 1.223, -1.928)  -0.03
C (0.825, -0.721, 0.640)  0.43
H (-1.317, -1.272, 1.989)  0.18
H (-0.003, 1.020, 1.346)  0.29
H (-0.600, 1.484, -2.907)  0.45
H (1.456, -0.253, -1.159)  0.28
O (1.653, -0.872, -0.434)  -0.44
O (0.966, -1.375, 1.643)  -0.54
S (-1.857, -0.529, 1.013)  -0.24

Output
* LUMO level: 0.543 eV
* energy relative to the best compared isomer or geometry (same formula, charge and spin): 186.8 kJ/mol
* net charge: 0
* HOMO: -9.66 eV
* calculated total energy: -19141.0552 eV
* Kohn-Sham gap: 10.201 eV
* 2S+1: 1

---

# C27H25N6O5Rh

A structure of composition C27H25N6O5Rh in a non-equilibrium geometry (ωB97M-V/def2-TZVPD, the OMol25 dataset).

Last column: Mulliken charge in e.
Positions of all 64 atoms, in Å:
Rh (-0.109, 0.073, -0.502)  -0.01
O (2.819, 2.576, -1.262)  -0.68
C (1.757, 2.097, -0.928)  -0.41
N (1.595, 0.861, -0.372)  0.48
C (2.748, 0.035, -0.148)  -0.84
C (2.275, -1.313, 0.306)  0.52
C (3.108, -2.247, 0.906)  -0.97
C (2.579, -3.453, 1.330)  -0.39
C (1.230, -3.706, 1.121)  -0.99
C (0.467, -2.749, 0.479)  -0.23
N (0.973, -1.578, 0.091)  0.33
C (0.436, 2.780, -1.118)  0.85
C (0.385, 4.124, -1.451)  -0.82
C (-0.852, 4.713, -1.666)  -0.39
C (-1.990, 3.931, -1.542)  -0.88
C (-1.854, 2.590, -1.196)  -0.25
N (-0.671, 2.031, -0.972)  0.37
H (3.423, 0.501, 0.584)  0.45
H (3.339, -0.065, -1.072)  0.45
H (4.153, -2.020, 1.041)  0.53
H (3.205, -4.181, 1.819)  0.49
H (0.778, -4.627, 1.451)  0.50
H (-0.579, -2.918, 0.253)  0.44
H (1.314, 4.664, -1.537)  0.59
H (-0.925, 5.759, -1.916)  0.49
H (-2.969, 4.353, -1.712)  0.47
H (-2.718, 1.943, -1.106)  0.45
O (2.025, -0.327, 7.142)  -0.44
C (1.084, -1.114, 6.656)  0.57
O (0.691, -2.094, 7.233)  -0.52
C (0.518, -0.802, 5.305)  0.84
C (-0.737, -1.357, 4.997)  -1.34
C (-1.333, -1.100, 3.798)  -0.26
C (-0.683, -0.279, 2.828)  0.70
C (0.619, 0.211, 3.131)  -0.20
C (1.214, -0.067, 4.331)  -1.29
N (-1.214, -0.024, 1.635)  0.43
C (-2.518, -0.260, 1.355)  -0.76
C (-2.904, -0.652, 0.080)  0.67
C (-4.251, -0.993, -0.221)  -1.05
C (-4.566, -1.511, -1.446)  -0.44
C (-3.540, -1.696, -2.387)  -0.86
C (-2.251, -1.315, -2.057)  -0.49
N (-1.919, -0.788, -0.881)  0.89
H (2.226, 0.457, 6.611)  0.32
H (-1.213, -1.985, 5.736)  0.48
H (-2.284, -1.550, 3.563)  0.51
H (1.107, 0.816, 2.379)  0.44
H (2.220, 0.280, 4.521)  0.31
H (-3.252, -0.137, 2.140)  0.67
H (-4.997, -0.860, 0.546)  0.53
H (-5.584, -1.780, -1.680)  0.48
H (-3.754, -2.119, -3.355)  0.46
H (-1.444, -1.445, -2.769)  0.54
N (1.817, 0.927, -6.075)  -0.57
C (0.761, 1.249, -5.141)  -0.26
C (0.969, 0.425, -3.861)  0.45
O (2.157, -0.100, -3.749)  -0.48
O (0.107, 0.315, -3.012)  -0.38
H (2.251, 1.736, -6.498)  0.22
H (1.528, 0.291, -6.809)  0.21
H (2.649, 0.087, -4.594)  0.49
H (-0.259, 1.094, -5.511)  0.33
H (0.841, 2.292, -4.820)  0.27

Output
* LUMO level (alpha / beta): -7.687 / -7.683 eV
* energy relative to the best compared isomer or geometry (same formula, charge and spin): 77.0 kJ/mol
* net charge: +2
* HOMO (alpha / beta): -14.02 / -14.02 eV
* calculated total energy: -50578.4992 eV
* Kohn-Sham gap (alpha / beta): 6.335 / 6.341 eV
* 2S+1: 1

---

# C17H40N6O9V

A structure of composition C17H40N6O9V in a non-equilibrium geometry (ωB97M-V/def2-TZVPD, the OMol25 dataset).

Last column: Mulliken charge in e.
Positions of all 73 atoms, in Å:
V (0.070, -0.033, -0.071)  1.67
C (1.770, -2.622, 2.728)  -1.54
C (1.430, -2.762, 1.252)  0.88
C (0.694, -4.078, 1.025)  -1.43
O (0.727, -1.665, 0.818)  -0.51
H (2.127, -3.575, 3.138)  0.48
H (0.897, -2.347, 3.318)  0.33
H (2.598, -1.922, 2.853)  0.19
H (2.391, -2.853, 0.704)  -0.04
H (1.248, -4.922, 1.446)  0.43
H (0.616, -4.365, -0.028)  0.40
H (-0.312, -4.044, 1.447)  0.25
N (-0.858, 1.851, -2.546)  0.82
O (-0.289, 1.575, -1.431)  -0.35
O (-1.971, 1.330, -2.814)  -0.77
O (-0.376, 2.729, -3.239)  -0.67
C (4.269, -0.088, 0.220)  -0.93
C (3.289, 0.481, -0.770)  0.60
O (2.074, 0.370, -0.595)  -0.35
N (3.789, 1.047, -1.887)  -0.23
C (3.009, 1.562, -3.006)  -0.67
H (4.282, -1.163, 0.060)  0.19
H (3.934, 0.182, 1.220)  0.07
H (5.270, 0.328, 0.114)  0.47
H (4.792, 1.086, -1.942)  0.25
H (3.539, 2.441, -3.370)  0.37
H (2.015, 1.833, -2.660)  0.11
H (2.939, 0.842, -3.819)  0.24
C (-2.228, 2.658, 2.435)  -1.47
C (-2.264, 1.982, 1.104)  0.66
O (-1.483, 1.059, 0.838)  -0.35
N (-3.122, 2.421, 0.192)  -0.10
C (-4.165, 3.427, 0.438)  -1.11
H (-1.430, 2.262, 3.045)  0.09
H (-3.202, 2.587, 2.920)  0.44
H (-2.043, 3.725, 2.267)  0.43
H (-3.142, 1.931, -0.692)  0.30
H (-4.633, 3.633, -0.521)  0.40
H (-3.705, 4.367, 0.751)  0.34
H (-4.905, 3.138, 1.180)  0.32
C (1.530, 0.685, 3.817)  -1.23
C (1.602, 1.487, 2.560)  0.29
O (0.947, 1.161, 1.554)  -0.24
N (2.297, 2.648, 2.587)  -0.01
C (2.808, 3.299, 3.804)  -0.99
H (1.077, -0.273, 3.584)  -0.06
H (0.969, 1.236, 4.574)  0.48
H (2.495, 0.448, 4.275)  0.43
H (2.279, 3.211, 1.751)  0.34
H (2.992, 4.348, 3.587)  0.37
H (3.724, 2.803, 4.116)  0.28
H (2.079, 3.332, 4.614)  0.31
C (-3.623, -2.491, -0.143)  -1.35
C (-2.791, -1.519, -0.921)  0.63
O (-1.655, -1.229, -0.514)  0.01
N (-3.306, -0.898, -1.968)  0.08
C (-4.566, -1.225, -2.606)  -1.22
H (-4.352, -3.051, -0.720)  0.48
H (-4.075, -2.022, 0.731)  0.28
H (-2.946, -3.227, 0.304)  0.24
H (-2.761, -0.128, -2.361)  0.35
H (-4.480, -2.156, -3.172)  0.33
H (-4.790, -0.447, -3.330)  0.40
H (-5.392, -1.313, -1.906)  0.37
O (0.487, -0.952, -2.050)  0.04
C (0.350, -1.866, -2.869)  0.50
N (0.365, -3.147, -2.486)  -0.26
C (0.120, -1.541, -4.321)  -1.23
H (0.490, -3.397, -1.518)  0.03
H (0.281, -3.919, -3.124)  0.18
H (-0.372, -2.343, -4.863)  0.46
H (1.080, -1.271, -4.761)  0.29
H (-0.506, -0.650, -4.348)  0.22

Output
* expectation value of S²: 2.0055
* LUMO level (alpha / beta): -2.167 / -1.734 eV
* energy relative to the best compared isomer or geometry (same formula, charge and spin): 0.0 kJ/mol
* net charge: +1
* HOMO (alpha / beta): -10.79 / -10.98 eV
* calculated total energy: -71329.9489 eV
* Kohn-Sham gap (alpha / beta): 8.625 / 9.248 eV
* 2S+1: 3

---

> What is the calculated total energy in the fifth record?

-50578.4992 eV